No. 1
The following is a DFT calculation (wB97M-V/def2-TZVPD) of a structure of composition C40H46IMnN6O8S3.

Relative energy (zero: lowest compared OMol25 entry of this formula, charge and spin): 0.3184 eV
Max |F|: 0.48 eV/Å
Gap between HOMO and LUMO (spin up / spin down): 6.51 / 6.95 eV
E_tot: -139464.9266 eV
<S²>: 8.76

Structure (ORCA input):
```
! wB97M-V def2-TZVPD RIJCOSX def2/J DEFGRID3
* xyz 1 6
Mn -0.1955 -0.6634 0.1067
O -2.1865 -0.1118 -0.3240
S -3.1832 0.7357 0.4343
C -3.5211 2.0794 -0.7289
C -3.8583 1.6897 -2.1677
C -2.8629 0.8019 -2.9284
C -1.4328 1.3231 -2.9136
S -0.1623 0.0514 -3.1931
O -0.3583 -0.9994 -2.1275
C -0.8578 -0.6744 -4.6689
C -1.4714 -1.9123 -4.5957
C -2.0128 -2.4621 -5.7503
C -1.9341 -1.7746 -6.9531
C -1.3024 -0.5383 -7.0138
C -0.7517 0.0151 -5.8688
C -4.7249 -0.1494 0.2969
C -4.7301 -1.4005 -0.2933
C -5.9292 -2.0952 -0.3811
C -7.0962 -1.5369 0.1198
C -7.0718 -0.2856 0.7237
C -5.8796 0.4129 0.8235
H -2.6238 2.6992 -0.6598
H -4.3407 2.6530 -0.2901
H -3.9864 2.6308 -2.7118
H -4.8328 1.1967 -2.1802
H -3.2068 0.7282 -3.9620
H -2.8768 -0.2038 -2.5131
H -1.1439 1.7273 -1.9427
H -1.2464 2.0921 -3.6677
H -1.5105 -2.4283 -3.6454
H -2.4953 -3.4296 -5.7088
H -2.3577 -2.2065 -7.8499
H -1.2314 -0.0103 -7.9553
H -0.2432 0.9718 -5.9123
H -3.8022 -1.8168 -0.6630
H -5.9488 -3.0763 -0.8367
H -8.0280 -2.0820 0.0496
H -7.9812 0.1418 1.1243
H -5.8519 1.3803 1.3121
I -0.6191 -3.6773 -0.1687
C 0.8380 -3.9261 1.3305
C 0.9889 -5.1974 1.8036
C 1.9800 -5.4768 2.7667
C 2.7899 -4.4761 3.2087
C 2.6414 -3.1511 2.7264
C 3.4981 -2.1309 3.2086
C 3.3565 -0.8529 2.7567
C 2.3515 -0.5504 1.8088
C 1.4680 -1.4799 1.2915
C 1.6363 -2.8249 1.7648
H 0.3524 -5.9936 1.4434
H 2.0840 -6.4851 3.1449
H 3.5569 -4.6734 3.9485
H 4.2460 -2.3864 3.9507
H 3.9987 -0.0650 3.1362
H 2.2818 0.4872 1.4966
O -0.1101 1.5590 0.8809
C 0.8220 1.8521 0.0878
O 1.2301 1.0789 -0.8079
C 1.5055 3.1832 0.2505
C 2.6362 3.4676 -0.4994
C 3.2884 4.6689 -0.3016
C 2.8481 5.6103 0.6086
C 1.7168 5.2964 1.3363
C 1.0397 4.1023 1.1785
N 1.2242 6.2657 2.3366
O 0.2410 5.9497 2.9749
O 1.8323 7.3055 2.4508
N 4.5127 4.9470 -1.0783
O 5.0256 6.0337 -0.9430
O 4.9372 4.0520 -1.7835
H 3.0009 2.7560 -1.2242
H 3.3690 6.5449 0.7516
H 0.1620 3.8864 1.7692
C -0.9619 2.2074 4.2975
N -1.1435 1.0123 3.4878
C -1.7790 -0.1339 3.7463
S -1.7483 -1.3876 2.5888
N -2.4613 -0.3600 4.8831
C -2.6398 0.4504 6.0789
H -0.2080 2.8164 3.8031
H -0.5929 1.9741 5.2925
H -1.8712 2.8043 4.3760
H -0.7498 1.0560 2.5567
H -2.8256 -1.2973 4.9164
H -2.9789 1.4541 5.8411
H -1.7345 0.5056 6.6842
H -3.4137 -0.0243 6.6768
N 5.5941 -1.7632 -0.7176
C 4.6944 -2.8623 -0.2034
C 3.5628 -3.0606 -1.2060
N 2.8708 -1.8333 -1.4936
C 3.7081 -0.7546 -1.9420
C 4.8511 -0.4750 -0.9686
H 6.0155 -2.0721 -1.5963
H 6.3575 -1.6034 -0.0623
H 4.3012 -2.5263 0.7574
H 5.3110 -3.7497 -0.0638
H 2.8623 -3.7759 -0.7750
H 3.9526 -3.5011 -2.1329
H 2.2772 -1.5491 -0.7133
H 3.1069 0.1510 -2.0177
H 4.1133 -0.9751 -2.9385
H 4.4588 -0.1533 -0.0036
H 5.5708 0.2537 -1.3416
*
```

These are the Mulliken partial charges, in e, on atoms 1 to 2: Mn 0.269; O -0.594

No. 2
The following is a DFT calculation (wB97M-V/def2-TZVPD) of a structure of composition C40H46N6PPtS2Sb.

Relative energy (zero: lowest compared OMol25 entry of this formula, charge and spin): 1.1580 eV
Max |F|: 1.65 eV/Å
Gap between HOMO and LUMO: 6.02 eV
E_tot: -91899.1026 eV

Structure (ORCA input):
```
! wB97M-V def2-TZVPD RIJCOSX def2/J DEFGRID3
* xyz 2 1
Pt 1.1240 -1.1515 -0.3944
N -0.4528 -2.2514 3.5090
C 0.0926 -1.5381 4.5989
C -0.4152 -1.7430 5.8682
C 0.1039 -1.0322 6.9436
C 1.1394 -0.1359 6.7451
C 1.6546 0.0566 5.4681
C 1.1245 -0.6353 4.3944
S 1.7652 -0.3056 2.7773
N 0.9808 -1.4666 1.8089
C 0.0448 -2.2390 2.2556
C -0.5025 -3.2335 1.2939
C -1.1373 -4.3943 1.7104
C -1.5644 -5.3028 0.7539
C -1.3330 -5.0286 -0.5813
C -0.6812 -3.8505 -0.9127
N -0.2774 -2.9688 -0.0006
H -1.2417 -2.8461 3.7048
H -1.2172 -2.4538 6.0206
H -0.3002 -1.1902 7.9332
H 1.5542 0.4121 7.5781
H 2.4712 0.7493 5.3127
H -1.2741 -4.6138 2.7591
H -2.0572 -6.2167 1.0537
H -1.6421 -5.7119 -1.3580
H -0.4770 -3.5968 -1.9444
C 4.3450 -1.7604 0.3049
P 3.3499 -0.4420 -0.4591
C 4.0097 -0.3205 -2.1476
C 3.9750 1.0425 0.3862
H 5.4020 -1.4877 0.3064
H 4.2290 -2.6927 -0.2483
H 4.0176 -1.9130 1.3329
H 4.9989 0.1395 -2.1379
H 3.3494 0.2659 -2.7860
H 4.1011 -1.3246 -2.5591
H 4.9966 1.2441 0.0529
H 3.9922 0.8531 1.4544
H 3.3630 1.9207 0.1954
C -1.0731 0.5887 -5.7443
C 0.4333 0.3422 -5.6955
C 0.8103 -0.6293 -4.6184
N 0.6277 -0.4148 -3.3620
N 1.0709 -1.4359 -2.5660
C 1.5779 -2.4313 -3.2484
N 2.0952 -3.5314 -2.6687
S 1.5379 -2.1742 -4.9532
H -1.3082 1.3041 -6.5276
H -1.4272 0.9932 -4.7971
H -1.6163 -0.3327 -5.9541
H 0.9622 1.2783 -5.4952
H 0.7967 -0.0240 -6.6554
H 2.0633 -3.6214 -1.6673
H 2.4865 -4.2801 -3.2108
C -2.2027 -1.2754 -2.5735
C -3.1588 -0.3939 -1.8187
C -4.5250 -0.5059 -2.0626
C -5.4504 0.2880 -1.4066
C -5.0133 1.2082 -0.4662
C -3.6594 1.3173 -0.2024
C -2.7232 0.5350 -0.8786
Sb -0.6714 0.9144 -0.3665
C -0.9775 1.2418 1.7125
C -1.9305 0.4342 2.3326
C -2.2118 0.5706 3.6807
C -1.5227 1.5142 4.4267
C -0.5486 2.2917 3.8238
C -0.2414 2.1599 2.4713
C 0.8777 2.9896 1.9075
C -0.4060 2.9058 -1.1079
C -1.4669 3.7619 -0.8306
C -1.4358 5.0912 -1.2152
C -0.3234 5.5837 -1.8756
C 0.7444 4.7420 -2.1345
C 0.7282 3.4006 -1.7613
C 1.9450 2.5702 -2.0415
H -2.7399 -2.0500 -3.1148
H -1.5057 -1.7538 -1.8827
H -1.6108 -0.7048 -3.2936
H -4.8638 -1.2262 -2.7951
H -6.5030 0.1880 -1.6282
H -5.7159 1.8306 0.0677
H -3.3483 2.0096 0.5696
H -2.5027 -0.2774 1.7469
H -2.9728 -0.0440 4.1416
H -1.7347 1.6379 5.4795
H -0.0029 3.0147 4.4150
H 1.6044 3.2164 2.6855
H 0.5201 3.9342 1.4963
H 1.4036 2.4670 1.1065
H -2.3466 3.4059 -0.3093
H -2.2767 5.7325 -0.9954
H -0.2823 6.6190 -2.1815
H 1.6202 5.1311 -2.6369
H 2.7594 3.1888 -2.4145
H 1.7334 1.7959 -2.7675
H 2.2898 2.0719 -1.1316
*
```

These are the Mulliken partial charges, in e, on atoms 1 to 2: Pt 4.094; N 0.174

No. 3
The following is a DFT calculation (wB97M-V/def2-TZVPD) of a structure of composition C40H47Br51ClF9N3O4S.

Max |F|: 6.32 eV/Å
Gap between HOMO and LUMO: 8.18 eV
E_tot: -3674870.2476 eV

Structure (ORCA input):
```
! wB97M-V def2-TZVPD RIJCOSX def2/J DEFGRID3
* xyz 1 1
C 4.4968 1.2144 0.7694
C 3.4988 2.1889 1.3865
C 2.0699 1.5716 1.3545
O 1.1560 2.3107 0.5592
C 1.5233 2.3238 -0.7775
N 0.3425 2.1914 -1.6242
C -0.4564 1.1942 -1.6472
C -0.1996 0.0103 -0.8179
C -0.8602 -0.0610 0.6136
C -1.5737 1.4879 -2.6341
C -2.4092 0.3530 -3.1884
F -3.6515 0.8342 -3.3403
F -2.5347 -0.6679 -2.3467
C -2.0258 -0.2409 -4.5591
F -3.0193 -1.0537 -4.8867
F -1.9635 0.6560 -5.5453
C -0.7202 -1.1054 -4.5803
F -1.0628 -2.3765 -4.6287
F 0.0452 -0.9565 -3.4888
C 0.1901 -0.8847 -5.8168
F 1.1879 -1.7532 -5.6573
F 0.7326 0.2983 -5.8417
F -0.4175 -1.1792 -6.9158
C -0.9417 2.5562 -3.5640
C -1.7989 3.3889 -4.4867
C -1.2371 3.4839 -5.8786
O -0.3291 2.8844 -6.3029
Cl -2.0773 4.6349 -6.9406
C -0.0746 3.2922 -2.5442
C 1.2213 3.6925 -3.3092
C 1.8529 5.0197 -2.9004
S 3.3493 5.3679 -3.8516
C 4.5503 4.8957 -2.6782
N 4.4522 4.8066 -1.4546
N 5.6954 4.3604 -1.0442
C 6.4070 4.2292 -2.0089
O 5.7271 4.5791 -3.1420
C -0.7340 4.3415 -1.6351
O -2.0838 4.5484 -1.9957
C -2.9268 4.9276 -0.9236
C -4.3422 4.8335 -1.4806
H 4.4603 0.2337 1.2371
H 5.5202 1.5683 0.8389
H 4.2988 1.0650 -0.2925
H 3.7862 2.2927 2.4265
H 3.5025 3.1560 0.8958
H 2.1879 0.5350 1.0196
H 1.6935 1.5069 2.3638
H 2.0261 3.2676 -0.9696
H 2.2219 1.5242 -1.0099
H 0.8611 -0.1094 -0.6376
H -0.5039 -0.9011 -1.3038
H -1.7779 -0.6289 0.5054
H -1.0656 0.8787 1.1144
H -0.1750 -0.6704 1.1888
H -2.3003 2.0278 -2.0076
H -0.2399 1.9512 -4.1405
H -1.9967 4.3951 -4.1350
H -2.7593 2.8891 -4.5888
H 1.9897 2.9266 -3.2418
H 0.9836 3.7522 -4.3634
H 2.0148 5.1350 -1.8344
H 1.1702 5.8167 -3.1830
H 7.4416 3.8958 -2.0398
H -0.2367 5.3128 -1.6296
H -0.7129 3.9915 -0.6010
H -2.7580 5.9793 -0.6899
H -2.8617 4.2738 -0.0533
H -4.4640 5.5491 -2.2862
H -4.4082 3.8603 -1.9625
H -5.0943 4.9621 -0.7224
C -6.6510 0.2207 1.5127
Br -8.5272 0.4739 1.1988
Br -5.6835 -0.0985 -0.1254
Br -5.8865 1.6722 2.5172
H -6.5482 -0.6694 2.1181
C 2.8192 -4.3774 -8.1674
Br 1.9786 -6.0403 -7.6954
Br 1.5616 -2.9234 -8.0951
Br 4.3769 -4.0336 -7.0882
H 3.1557 -4.4688 -9.1902
C 3.6587 -9.1695 -10.1703
Br 4.3731 -9.5880 -8.4301
Br 4.3858 -7.5264 -10.8702
Br 3.8896 -10.6275 -11.4028
H 2.5957 -9.0196 -10.0499
C -0.9854 2.9344 3.9995
Br -0.5360 4.5187 3.0080
Br -2.1882 1.7922 3.0138
Br 0.5791 1.9787 4.5903
H -1.5108 3.2560 4.8883
C 4.1733 0.0667 5.7228
Br 3.9045 0.1253 3.8127
Br 6.0027 -0.3125 6.1717
Br 3.5448 1.6721 6.5875
H 3.5724 -0.7514 6.1001
C 9.2988 2.5231 -4.5087
Br 9.1009 3.6200 -6.0746
Br 10.7838 1.3139 -4.6591
Br 9.4172 3.5961 -2.9046
H 8.4044 1.9230 -4.4229
C 2.4531 -2.7383 8.4630
Br 1.5130 -1.6373 7.1872
Br 4.0061 -3.5530 7.6761
Br 2.8897 -1.7602 10.0595
H 1.7825 -3.5351 8.7499
C 7.1446 -5.4620 10.4088
Br 8.2232 -6.8886 9.6995
Br 7.6135 -3.7609 9.6388
Br 5.2632 -5.8272 10.2230
H 7.3546 -5.4001 11.4671
C 1.3317 -7.3315 -3.8616
Br 0.6872 -5.5200 -3.7482
Br 2.2311 -7.8706 -2.2477
Br -0.0725 -8.5557 -4.3424
H 2.0631 -7.3570 -4.6574
C -0.2152 7.1605 6.3336
Br -1.8419 7.7378 5.4791
Br -0.0540 5.2405 6.3219
Br 1.3343 8.0014 5.5655
H -0.2695 7.4692 7.3671
C -6.4585 -3.7651 3.5747
Br -8.1143 -3.2278 2.7450
Br -6.2220 -5.6700 3.5165
Br -4.9465 -2.8312 2.8210
H -6.5178 -3.4826 4.6158
C -7.2091 2.2988 6.3743
Br -8.8146 2.9004 5.5035
Br -7.0223 0.3833 6.2844
Br -5.6503 3.1946 5.6809
H -7.2903 2.5636 7.4182
C -2.2067 -10.8914 -1.3086
Br -2.3149 -11.5001 -3.1319
Br -3.3275 -11.9350 -0.1427
Br -0.3854 -10.8331 -0.6881
H -2.5818 -9.8788 -1.2892
C -1.9019 8.8063 -5.6523
Br -2.3218 10.6047 -5.1236
Br -0.8469 7.8958 -4.3115
Br -3.4795 7.8038 -6.1037
H -1.2955 8.8678 -6.5441
C -12.6303 -1.0893 1.7110
Br -12.2364 0.5048 0.6991
Br -13.7986 -2.2729 0.7463
Br -11.0256 -1.9865 2.2932
H -13.1569 -0.7768 2.6008
C 10.2993 -2.1838 12.8318
Br 9.1803 -3.2239 14.0055
Br 11.2575 -3.2995 11.5901
Br 9.2939 -0.8135 11.9275
H 11.0341 -1.6870 13.4480
C -7.8344 -9.4929 3.2515
Br -8.4099 -11.2379 2.6816
Br -9.1665 -8.1496 2.8943
Br -7.2968 -9.4843 5.1011
H -6.9623 -9.2393 2.6666
*
```

These are the Mulliken partial charges, in e, on atoms 1 to 2: C -1.266; C -0.793

No. 4
The following is a DFT calculation (wB97M-V/def2-TZVPD) of a structure of composition C40H47N8O3PS3Y.

Relative energy (zero: lowest compared OMol25 entry of this formula, charge and spin): 0.7337 eV
Max |F|: 2.02 eV/Å
Gap between HOMO and LUMO: 5.58 eV
E_tot: -103149.2275 eV

Structure (ORCA input):
```
! wB97M-V def2-TZVPD RIJCOSX def2/J DEFGRID3
* xyz -1 1
Y 0.0421 -0.7142 -0.4704
C 0.3300 0.4315 5.1720
C -0.4148 -0.7479 5.8052
C -1.7074 -0.2318 6.4533
C 0.4884 -1.3553 6.8894
C -0.7809 -1.8067 4.7673
C -1.3259 -3.0341 5.1822
C -1.7029 -4.0171 4.2854
C -1.5348 -3.7705 2.9308
S -1.9106 -4.7588 1.5487
C -1.3160 -3.4792 0.4890
N -0.8839 -2.4375 1.1313
C -0.9901 -2.5590 2.4952
C -0.6186 -1.5802 3.4133
C -1.3039 -3.5971 -0.9672
C -1.8105 -4.7503 -1.5755
C -1.8055 -4.8663 -2.9517
C -1.2910 -3.8286 -3.7173
C -0.7915 -2.6894 -3.0980
C -0.7682 -2.5124 -1.7082
H 0.6109 1.1467 5.9482
H -0.2978 0.9510 4.4464
H 1.2415 0.0907 4.6756
H -1.4760 0.4985 7.2339
H -2.2672 -1.0502 6.9113
H -2.3430 0.2472 5.7063
H 0.7775 -0.5802 7.6025
H 1.3955 -1.7699 6.4447
H -0.0167 -2.1463 7.4460
H -1.4784 -3.2245 6.2373
H -2.1195 -4.9542 4.6326
H -0.2310 -0.6523 3.0122
H -2.2133 -5.5524 -0.9650
H -2.2034 -5.7560 -3.4244
H -1.2802 -3.9172 -4.7983
H -0.3937 -1.9002 -3.7338
C 4.6480 -1.3994 1.6222
N 3.9011 -0.1533 1.6496
C 2.6296 -0.0808 1.1792
N 2.0571 1.1391 1.1795
O 1.9810 -1.1072 0.8674
H 5.0714 -1.5949 2.6093
H 5.4388 -1.3761 0.8766
H 3.9612 -2.2046 1.3746
H 4.4449 0.6864 1.5576
H 2.6329 1.9612 1.2198
H 1.0655 1.2317 0.8541
C -3.3924 -0.4018 0.0400
C -2.9654 0.3314 1.2925
C -3.8330 0.3552 2.3707
C -3.6024 1.1398 3.4955
C -2.4892 1.9743 3.4826
C -1.5815 1.9684 2.4388
C -0.4267 2.9373 2.4532
C -1.7158 1.0513 1.3322
N -0.7454 0.9296 0.4190
H -4.0020 -1.2743 0.2801
H -2.5444 -0.7326 -0.5635
H -3.9889 0.2614 -0.5964
H -4.7409 -0.2416 2.3205
H -4.2860 1.1313 4.3358
H -2.3353 2.6663 4.3085
H -0.7302 3.8757 2.9230
H -0.1025 3.1424 1.4308
H 0.4385 2.5457 2.9991
O 6.7952 1.3982 -1.9270
S 6.0448 0.1762 -2.0602
O 6.6723 -1.0165 -1.5484
N 4.5263 0.3565 -1.4426
C 3.6205 0.2515 -2.3786
S 1.9535 0.5380 -2.1974
C 4.1571 0.0048 -3.7483
C 3.4454 -0.1324 -4.9302
C 4.1547 -0.3481 -6.1030
C 5.5441 -0.4221 -6.0961
C 6.2567 -0.2818 -4.9114
C 5.5391 -0.0699 -3.7554
H 2.3661 -0.0704 -4.9061
H 3.6238 -0.4617 -7.0399
H 6.0785 -0.5875 -7.0229
H 7.3379 -0.3330 -4.9010
C -2.2825 2.8272 -5.1611
N -0.9872 3.3167 -4.7030
C -1.2160 4.3974 -3.7481
N -2.0586 4.0149 -2.6222
C -3.3209 3.5005 -3.1380
N -3.1681 2.3971 -4.0852
C -2.6502 1.2023 -3.4191
P -0.9748 1.4285 -2.6033
C -0.1924 2.2443 -4.1055
C -1.3947 3.0394 -1.7576
H -2.1221 1.9891 -5.8437
H -2.7791 3.6352 -5.7063
H -1.7071 5.2187 -4.2786
H -0.2533 4.7481 -3.3703
H -3.8402 4.3154 -3.6511
H -3.9330 3.1633 -2.2990
H -2.5648 0.3938 -4.1515
H -3.3642 0.8830 -2.6565
H -0.0035 1.4761 -4.8619
H 0.7763 2.6410 -3.7949
H -0.4579 3.4630 -1.3865
H -2.0190 2.8156 -0.8909
*
```

These are the Mulliken partial charges, in e, on atoms 1 to 2: Y -0.615; C -1.710